{
  "formula": "C31H64Cl46NO2P",
  "method": "ωB97M-V/def2-TZVPD",
  "elements": ["C", "C", "O", "P", "C", "C", "C", "C", "N", "C", "C", "O", "H", "H", "H", "H", "H", "H", "H", "H", "H", "H", "H", "H", "H", "H", "H", "H", "H", "H", "C", "Cl", "Cl", "H", "H", "C", "Cl", "Cl", "H", "H", "C", "Cl", "Cl", "H", "H", "C", "Cl", "Cl", "H", "H", "C", "Cl", "Cl", "H", "H", "C", "Cl", "Cl", "H", "H", "C", "Cl", "Cl", "H", "H", "C", "Cl", "Cl", "H", "H", "C", "Cl", "Cl", "H", "H", "C", "Cl", "Cl", "H", "H", "C", "Cl", "Cl", "H", "H", "C", "Cl", "Cl", "H", "H", "C", "Cl", "Cl", "H", "H", "C", "Cl", "Cl", "H", "H", "C", "Cl", "Cl", "H", "H", "C", "Cl", "Cl", "H", "H", "C", "Cl", "Cl", "H", "H", "C", "Cl", "Cl", "H", "H", "C", "Cl", "Cl", "H", "H", "C", "Cl", "Cl", "H", "H", "C", "Cl", "Cl", "H", "H", "C", "Cl", "Cl", "H", "H", "C", "Cl", "Cl", "H", "H"],
  "xyz": [[3.65, -1.31, 1.78], [4.88, -0.27, 1.80], [4.34, 1.00, 1.39], [4.72, 2.27, 2.48], [3.21, 3.33, 2.86], [2.57, 4.04, 1.59], [2.24, 3.07, 0.39], [1.15, 1.94, 0.74], [0.37, 2.30, 1.96], [0.00, 1.15, 2.74], [-1.52, 1.07, 3.25], [0.75, 0.24, 3.09], [2.70, -0.70, 1.72], [3.61, -1.93, 2.73], [3.69, -1.98, 0.87], [5.59, -0.64, 0.99], [5.44, -0.27, 2.77], [5.02, 1.63, 3.74], [2.45, 2.71, 3.43], [3.53, 4.14, 3.60], [3.26, 4.87, 1.22], [1.61, 4.58, 1.94], [1.75, 3.72, -0.42], [3.18, 2.66, -0.08], [1.71, 0.96, 0.84], [0.44, 1.85, -0.15], [-0.42, 2.91, 1.76], [-1.54, 1.58, 4.26], [-1.84, 0.00, 3.28], [-2.12, 1.71, 2.54], [-2.55, 0.90, -0.17], [-2.23, 1.39, -1.84], [-3.90, 1.81, 0.53], [-2.79, -0.16, -0.15], [-1.66, 1.09, 0.43], [1.64, -4.84, 1.71], [0.63, -3.46, 2.15], [2.43, -4.59, 0.15], [2.40, -4.98, 2.47], [1.01, -5.73, 1.65], [5.63, -4.03, -2.69], [5.75, -3.22, -1.12], [3.98, -4.58, -3.00], [5.93, -3.34, -3.48], [6.29, -4.89, -2.69], [8.65, -0.19, -1.97], [7.37, -0.23, -0.75], [8.01, -0.41, -3.60], [9.16, 0.77, -1.91], [9.36, -0.99, -1.76], [1.36, 7.35, -0.75], [0.77, 6.55, 0.71], [2.88, 6.64, -1.31], [0.61, 7.24, -1.54], [1.52, 8.40, -0.54], [-7.31, 2.77, -0.72], [-7.21, 3.65, 0.81], [-8.95, 2.17, -1.01], [-7.02, 3.44, -1.53], [-6.62, 1.92, -0.68], [-2.19, 7.84, -3.36], [-2.47, 7.23, -1.73], [-0.52, 7.59, -3.87], [-2.85, 7.32, -4.05], [-2.41, 8.91, -3.38], [-0.31, 9.29, 3.08], [0.03, 9.78, 1.42], [-1.66, 10.20, 3.76], [-0.55, 8.24, 3.09], [0.58, 9.47, 3.68], [-2.56, 6.20, 4.18], [-2.85, 5.60, 5.82], [-0.88, 5.94, 3.69], [-3.22, 5.68, 3.49], [-2.77, 7.27, 4.16], [-0.83, -5.06, -2.44], [-1.11, -5.72, -0.82], [0.83, -5.34, -2.97], [-1.51, -5.55, -3.13], [-1.02, -3.99, -2.42], [-3.84, 2.46, 7.46], [-5.15, 2.45, 8.65], [-4.45, 2.19, 5.82], [-3.35, 3.43, 7.49], [-3.13, 1.68, 7.71], [-3.05, -7.33, -4.69], [-2.72, -5.70, -5.27], [-4.51, -7.99, -5.43], [-2.21, -7.97, -4.94], [-3.19, -7.31, -3.61], [7.13, -8.06, -2.43], [7.47, -7.51, -4.08], [5.80, -7.15, -1.71], [6.86, -9.11, -2.46], [8.02, -7.93, -1.82], [-6.33, -10.20, -7.73], [-8.06, -10.30, -7.38], [-6.02, -10.23, -9.48], [-5.94, -9.27, -7.32], [-5.83, -11.05, -7.28], [6.37, -2.52, -6.34], [7.43, -2.45, -7.76], [6.64, -4.00, -5.41], [6.58, -1.66, -5.70], [5.34, -2.49, -6.67], [-0.13, -2.24, 5.53], [0.09, -1.23, 6.97], [0.41, -3.90, 5.82], [-1.19, -2.26, 5.28], [0.44, -1.81, 4.71], [-0.96, 9.07, 7.71], [-2.69, 9.40, 7.54], [-0.44, 7.82, 6.59], [-0.41, 9.98, 7.52], [-0.77, 8.73, 8.73], [-3.48, -0.76, 9.76], [-3.48, -1.36, 8.10], [-2.18, 0.40, 10.02], [-4.43, -0.28, 9.96], [-3.34, -1.60, 10.44], [-9.35, -12.06, -10.47], [-10.21, -11.53, -11.92], [-9.62, -13.78, -10.16], [-8.29, -11.89, -10.60], [-9.72, -11.49, -9.62], [-6.04, 4.58, -4.54], [-5.87, 5.62, -3.12], [-5.46, 2.95, -4.19], [-7.10, 4.53, -4.81], [-5.47, 4.99, -5.36], [-6.53, -0.74, -2.53], [-7.08, -1.33, -0.96], [-5.18, 0.38, -2.36], [-6.21, -1.59, -3.14], [-7.35, -0.23, -3.03], [4.11, 10.36, 0.69], [3.26, 10.84, -0.79], [3.88, 8.64, 1.03], [5.17, 10.55, 0.56], [3.72, 10.94, 1.52], [8.17, -12.06, -0.95], [7.16, -10.68, -0.52], [8.97, -11.80, -2.51], [8.93, -12.20, -0.19], [7.55, -12.95, -1.02]],
  "lowdin_charge": [-0.079, -0.328, -0.485, 0.901, -0.411, -0.313, -0.185, -0.160, 0.034, -0.452, -0.009, 0.014, 0.044, 0.075, 0.029, 0.033, 0.090, -0.053, 0.067, 0.085, 0.085, 0.028, 0.088, 0.100, 0.106, 0.101, 0.119, 0.081, 0.092, 0.019, -1.007, 0.502, 0.530, 0.036, -0.015, -1.009, 0.519, 0.494, 0.030, 0.015, -1.112, 0.507, 0.461, -0.077, -0.056, -1.003, 0.531, 0.519, 0.028, 0.029, -1.034, 0.532, 0.509, -0.055, -0.053, -1.059, 0.502, 0.504, -0.024, -0.056, -1.007, 0.512, 0.541, 0.017, 0.030, -1.042, 0.526, 0.508, -0.079, 0.031, -0.977, 0.516, 0.522, 0.034, 0.013, -1.023, 0.508, 0.486, -0.071, 0.035, -1.043, 0.513, 0.499, -0.018, -0.029, -1.006, 0.547, 0.543, 0.037, 0.029, -1.048, 0.515, 0.555, -0.049, 0.026, -1.025, 0.522, 0.521, -0.038, 0.032, -0.991, 0.515, 0.584, -0.015, 0.036, -1.051, 0.491, 0.489, 0.024, -0.014, -1.007, 0.499, 0.501, 0.027, 0.027, -1.013, 0.505, 0.513, 0.009, 0.027, -1.056, 0.499, 0.497, -0.009, -0.004, -1.006, 0.517, 0.499, 0.030, 0.025, -0.986, 0.516, 0.480, 0.028, 0.027, -0.999, 0.512, 0.523, 0.028, 0.026, -1.003, 0.557, 0.513, 0.028, 0.028],
  "orbital_gap_ev": 7.601,
  "total_energy_ev": -624089.396,
  "charge": 0,
  "fmax_ha_per_bohr": 0.052
}